Record 1
Below is a structure of composition C32H40IrN4O2S, with properties calculated with ωB97M-V/def2-TZVPD.

Structure (XYZ):
```
80
Properties=species:S:1:pos:R:3:forces:R:3:lowdin_charge:R:1
Ir -0.580 -0.330 0.520 -0.300 -0.408 0.098 1.1081
C -0.237 2.003 4.330 -0.009 -0.027 -0.002 -0.0432
C -1.104 0.747 4.303 0.009 0.018 0.027 -0.6332
C -1.531 0.385 5.723 0.002 0.020 -0.014 -0.0429
C -2.341 0.973 3.434 0.047 0.009 -0.061 -0.0536
N -0.272 -0.399 3.867 -0.040 -0.064 0.017 -0.0323
N 0.380 -0.197 2.585 0.156 0.031 -0.170 -0.0828
H -0.764 2.800 4.854 -0.009 0.014 0.000 0.0936
H -0.022 2.372 3.323 -0.003 0.021 -0.001 0.0625
H 0.701 1.815 4.855 0.008 0.002 0.004 0.0941
H -2.189 1.154 6.125 -0.009 0.009 0.007 0.0907
H -0.663 0.284 6.374 0.014 -0.004 0.007 0.0873
H -2.078 -0.560 5.733 -0.011 -0.015 -0.001 0.0858
H -2.911 1.823 3.809 -0.014 0.018 0.013 0.0893
H -2.994 0.097 3.458 -0.003 -0.014 -0.012 0.0855
H -2.072 1.164 2.393 -0.021 -0.003 0.058 0.0326
H -0.890 -1.196 3.737 -0.005 0.039 -0.012 0.1033
H 1.077 -0.938 2.518 0.013 0.046 0.051 0.0759
H 0.960 0.631 2.707 -0.102 0.016 0.016 0.0709
O 1.898 -0.685 0.451 0.014 -0.019 -0.066 -0.6037
S 2.934 -0.664 -0.657 0.044 0.013 -0.001 1.0747
C 2.533 -1.958 -1.823 0.020 0.049 -0.020 -0.3759
C 1.735 -3.017 -1.436 -0.001 0.007 -0.003 -0.0593
C 1.520 -4.053 -2.339 -0.013 -0.020 0.015 -0.0587
C 2.104 -4.024 -3.594 0.007 0.008 -0.002 -0.0609
C 2.917 -2.958 -3.962 -0.002 -0.009 0.017 -0.0588
C 3.141 -1.921 -3.074 -0.022 0.005 -0.017 -0.0753
C 2.604 0.745 -1.701 0.019 -0.004 0.027 -0.4151
C 3.589 1.720 -1.768 -0.006 -0.014 0.013 -0.0838
C 3.357 2.868 -2.515 -0.007 0.011 -0.003 -0.0636
C 2.147 3.031 -3.171 -0.002 0.006 0.006 -0.0550
C 1.168 2.043 -3.102 -0.006 -0.015 0.003 -0.0513
C 1.395 0.889 -2.373 0.020 -0.022 -0.026 -0.0806
H 1.290 -3.030 -0.452 -0.032 0.002 0.026 0.0849
H 0.894 -4.886 -2.050 0.003 0.002 0.002 0.0995
H 1.934 -4.836 -4.287 -0.004 -0.005 -0.008 0.1112
H 3.378 -2.936 -4.940 0.006 0.000 -0.013 0.1129
H 3.771 -1.087 -3.359 0.004 0.004 -0.004 0.1170
H 4.526 1.579 -1.244 0.009 0.004 0.008 0.1135
H 4.121 3.632 -2.585 0.008 0.006 0.003 0.1138
H 1.960 3.929 -3.745 0.000 0.009 -0.006 0.1173
H 0.232 2.174 -3.628 -0.013 0.003 -0.007 0.1175
H 0.644 0.111 -2.310 -0.005 -0.011 0.004 0.1014
C -2.183 -2.085 -2.708 0.003 0.018 -0.009 -0.0301
C -2.412 -1.873 -1.204 -0.034 0.006 0.031 -0.5722
C -3.919 -1.864 -0.901 0.001 0.020 -0.020 -0.0181
C -1.802 -0.537 -0.839 0.043 0.107 -0.045 -0.2126
C -1.716 -2.940 -0.389 0.011 0.047 -0.012 -0.1974
C -1.036 -2.508 0.752 0.125 -0.074 0.036 -0.2286
C -0.352 -3.411 1.564 0.004 0.019 0.024 -0.0787
C -0.309 -4.751 1.218 -0.017 -0.002 -0.017 -0.0661
C -0.979 -5.182 0.079 0.000 -0.029 0.012 -0.0617
C -1.676 -4.286 -0.720 -0.016 0.026 -0.006 -0.0189
H -2.608 -1.254 -3.273 -0.009 0.006 -0.008 0.0898
H -2.674 -2.996 -3.052 0.015 -0.009 0.002 0.0860
H -1.119 -2.158 -2.937 0.013 -0.007 -0.007 0.0854
H -4.417 -1.080 -1.473 -0.013 0.010 -0.005 0.0907
H -4.103 -1.687 0.160 -0.002 -0.004 0.008 0.0891
H -4.367 -2.821 -1.173 0.007 -0.001 -0.002 0.0937
H -2.191 0.256 -1.491 0.001 0.049 0.013 0.0584
H -1.526 -1.573 1.297 0.039 0.147 -0.024 0.0703
H 0.143 -3.078 2.469 0.006 0.014 0.004 0.1030
H 0.226 -5.458 1.836 0.012 -0.014 0.013 0.1125
H -0.960 -6.231 -0.187 0.000 -0.011 0.000 0.1148
H -2.183 -4.645 -1.607 -0.006 -0.012 -0.008 0.1205
N 1.283 6.546 0.021 0.035 0.004 0.009 0.1859
C 0.425 5.838 -0.753 -0.026 0.028 0.009 -0.5006
O -0.109 6.278 -1.747 -0.011 -0.002 -0.015 0.0881
C 0.183 4.411 -0.338 0.020 -0.078 0.007 -0.1174
C -1.056 3.846 -0.598 0.030 0.006 0.005 0.0336
C -1.264 2.513 -0.311 0.010 -0.032 0.012 -0.0980
N -0.297 1.714 0.169 0.071 0.068 0.075 -0.0896
C 0.891 2.272 0.442 -0.037 -0.020 -0.006 -0.1360
C 1.165 3.606 0.219 -0.033 0.043 -0.031 0.0091
H 1.413 7.520 -0.204 -0.004 -0.001 0.001 0.1222
H 1.540 6.235 0.941 -0.004 0.004 -0.001 0.1048
H -1.847 4.443 -1.028 -0.007 0.012 -0.009 0.1333
H -2.229 2.059 -0.467 -0.022 -0.050 -0.016 0.1044
H 1.650 1.604 0.822 0.007 -0.014 0.004 0.0922
H 2.156 3.983 0.430 0.024 0.005 0.002 0.1252
```
Forces are in eV/Å.

Multiplicity: 1
Total charge: +1
Highest occupied orbital energy: -10.7 eV



Record 2
Below is an isolated molecule of CHCl2OPS in a non-equilibrium geometry, with properties calculated with ωB97M-V/def2-TZVPD.

Structure (XYZ):
```
7
Properties=species:S:1:pos:R:3:forces:R:3:nbo_charge:R:1
C -1.252 0.213 0.216 -1.433 -0.291 -5.380 -0.6475
O 1.115 -0.928 -1.397 -0.434 -0.868 -0.289 -0.9875
P 1.464 -1.064 0.019 -0.362 0.548 0.165 1.2971
S -0.555 -0.391 1.539 1.445 -1.147 1.483 0.3134
Cl 2.341 0.713 0.387 0.836 0.547 0.611 -0.3054
Cl -1.947 1.786 0.108 0.146 -0.170 0.333 0.0490
H -1.165 -0.329 -0.872 -0.198 1.380 3.077 0.2810
```
Forces are in eV/Å.

Multiplicity: 3
Expectation value of S²: 2.025
Highest occupied orbital energy (spin up / spin down): -7.6 / -10.4 eV



Record 3
Below is a structure of composition C4H8N in a non-equilibrium geometry, with properties calculated with ωB97M-V/def2-TZVPD.

Structure (XYZ):
```
13
Properties=species:S:1:pos:R:3:forces:R:3:nbo_charge:R:1
C -0.556 1.555 -0.289 -0.401 1.027 -1.756 -0.1882
C -0.501 1.064 0.928 2.599 -1.425 -2.881 0.0807
C 0.230 0.486 -1.049 -1.666 1.253 0.158 -0.2429
C 0.164 -1.453 0.496 -0.934 -4.891 -3.263 -0.4686
N 0.694 -0.181 0.248 -3.946 3.572 0.241 -0.4138
H -1.084 2.430 -0.810 0.584 -1.420 1.349 0.2852
H -0.920 0.928 1.869 -0.270 0.004 1.592 0.2514
H -0.599 -0.055 -1.633 1.873 0.076 0.752 0.2642
H 1.061 0.865 -1.640 -0.066 -0.405 -0.260 0.2450
H -0.923 -1.595 0.255 0.704 1.261 0.502 0.2439
H 0.499 -2.309 -0.231 0.354 1.796 0.874 0.2409
H 0.323 -1.917 1.411 0.563 0.023 2.079 0.2509
H 1.612 0.182 0.443 0.605 -0.871 0.613 0.4512
```
Forces are in eV/Å.

Multiplicity: 1
Total charge: +1
Highest occupied orbital energy: -15.5 eV



Record 4
Below is a structure of composition C12H36O6S6Tl in a non-equilibrium geometry, with properties calculated with ωB97M-V/def2-TZVPD.

Structure (XYZ):
```
61
Properties=species:S:1:pos:R:3:forces:R:3:nbo_charge:R:1
Tl -0.309 -0.968 1.271 0.251 0.946 -0.767 1.1986
C -0.281 -5.897 -0.337 -0.266 -0.205 0.189 -0.8285
S -0.228 -4.319 -1.156 0.428 -0.299 -0.188 1.3399
O -0.033 -3.314 -0.075 -0.158 0.722 0.490 -0.9742
C 1.364 -4.485 -1.972 0.004 0.128 0.139 -0.8143
H -0.500 -6.721 -1.015 0.132 0.113 -0.192 0.2725
H -1.095 -5.834 0.384 0.039 0.035 0.026 0.2631
H 0.667 -6.041 0.177 -0.006 -0.061 0.018 0.2582
H 2.078 -4.759 -1.195 0.025 -0.199 -0.096 0.2552
H 1.655 -3.514 -2.366 -0.206 0.029 -0.116 0.2385
H 1.298 -5.224 -2.767 0.059 -0.063 0.037 0.2675
C -0.274 -0.991 -4.131 -0.037 0.001 -0.489 -0.8203
S -0.703 -0.027 -2.700 -0.239 0.356 0.394 1.3132
O -0.146 -0.712 -1.495 0.560 -0.402 0.082 -0.8095
C 0.277 1.457 -2.955 0.138 0.017 -0.521 -0.8126
H -0.737 -0.514 -4.999 -0.089 -0.008 0.088 0.2800
H -0.686 -1.989 -4.006 -0.021 0.003 0.053 0.2687
H 0.804 -1.009 -4.291 0.021 -0.057 0.250 0.2579
H 0.555 1.887 -1.996 -0.172 -0.191 0.100 0.2742
H -0.309 2.156 -3.552 -0.040 0.007 0.067 0.2704
H 1.163 1.164 -3.519 0.073 0.066 0.107 0.2519
C -4.003 0.274 -0.591 0.041 0.064 -0.493 -0.8235
S -3.653 -1.400 -1.104 -0.239 0.034 0.381 1.3515
O -2.351 -1.806 -0.487 0.498 0.082 0.171 -0.8322
C -4.958 -2.269 -0.258 -0.297 -0.011 -0.368 -0.8148
H -3.230 0.888 -1.049 0.053 -0.090 0.184 0.2459
H -3.986 0.315 0.496 0.002 0.059 0.026 0.2614
H -4.963 0.573 -1.013 -0.112 -0.103 0.128 0.2768
H -4.958 -1.955 0.784 -0.008 -0.070 0.064 0.2633
H -4.809 -3.339 -0.373 0.143 -0.020 0.050 0.2799
H -5.889 -1.997 -0.761 -0.039 0.036 0.117 0.2764
C 3.892 -0.062 -1.234 0.707 -0.026 -0.560 -0.8414
S 3.246 0.429 0.344 0.107 -0.258 0.124 1.2643
O 1.748 0.593 0.203 -0.404 -0.079 -0.040 -0.9439
C 3.922 2.090 0.366 -0.066 0.203 0.295 -0.8076
H 3.339 -0.891 -1.666 -0.207 -0.008 0.225 0.2525
H 4.921 -0.396 -1.070 -0.077 -0.025 0.092 0.2728
H 3.948 0.775 -1.932 -0.275 0.018 0.034 0.2471
H 4.929 2.080 -0.045 0.024 -0.062 0.006 0.2690
H 3.948 2.434 1.397 -0.004 0.014 -0.014 0.2539
H 3.264 2.733 -0.217 0.032 -0.073 -0.123 0.2481
C -3.042 3.399 0.415 -0.527 0.177 0.459 -0.8438
S -1.400 2.930 -0.046 -0.046 0.624 -0.161 1.3013
O -1.111 1.571 0.480 -0.067 -1.199 -0.045 -0.9815
C -0.515 4.098 0.963 0.065 0.159 -0.207 -0.8175
H -3.178 3.224 1.485 0.065 0.042 0.008 0.2577
H -3.800 2.840 -0.129 0.179 0.037 -0.131 0.2425
H -3.163 4.461 0.199 -0.014 -0.018 -0.043 0.2726
H 0.528 3.988 0.677 0.077 0.130 0.194 0.2480
H -0.676 3.899 2.021 -0.038 -0.190 0.008 0.2540
H -0.884 5.092 0.713 0.162 0.055 -0.046 0.2653
C 2.790 0.576 4.190 0.543 -0.074 -0.296 -0.8181
S 1.710 1.790 3.426 0.458 0.243 0.544 1.2479
O 0.521 1.004 2.951 -0.732 -0.496 -0.628 -1.0026
C 1.149 2.579 4.933 0.100 -0.208 0.019 -0.8102
H 3.548 0.260 3.471 -0.202 -0.081 -0.132 0.2400
H 2.149 -0.262 4.452 0.052 0.004 0.278 0.2564
H 3.338 0.996 5.031 -0.239 -0.002 0.155 0.2673
H 0.537 1.822 5.422 -0.121 0.167 0.142 0.2587
H 0.587 3.474 4.684 -0.137 -0.046 -0.018 0.2506
H 1.996 2.844 5.563 0.046 0.053 -0.071 0.2613
```
Forces are in eV/Å.

Multiplicity: 1
Total charge: +3
Highest occupied orbital energy: -16.7 eV



Record 5
Below is the ion C16H20N3O5 with charge +1 in a non-equilibrium geometry, with properties calculated with ωB97M-V/def2-TZVPD.

Structure (XYZ):
```
44
Properties=species:S:1:pos:R:3:forces:R:3:nbo_charge:R:1
O 0.595 1.702 2.728 -1.180 -0.139 -2.041 -0.3624
O 3.227 1.261 -2.848 -2.220 1.434 0.926 -0.3805
O -0.840 2.993 1.737 0.664 -1.660 -0.648 -0.3024
O 2.198 3.195 -2.836 -0.414 -1.986 0.867 -0.3042
O -2.476 0.884 0.433 0.163 1.842 -0.213 -0.5051
C -1.442 1.309 -1.585 0.252 0.548 1.856 -0.2316
C -1.318 1.143 -0.226 -0.124 0.543 -3.490 0.3076
C -2.467 -2.657 2.525 -0.104 -0.259 0.065 -0.2156
C -2.429 -2.682 1.122 -0.110 0.426 0.986 -0.2076
C -2.645 -1.445 3.206 0.111 -0.608 0.118 -0.1821
C -2.484 -1.506 0.384 -0.011 0.349 0.542 -0.3206
C -2.667 -0.269 2.478 0.143 0.607 -0.139 -0.2774
C -2.540 -0.292 1.077 -0.227 -1.902 1.951 0.3341
N -0.114 2.004 1.743 0.906 1.642 3.003 0.5110
N 2.251 2.001 -2.541 2.556 0.284 -1.871 0.4952
C -0.280 1.621 -2.511 0.323 0.580 0.364 -0.4509
C 1.010 2.076 -0.416 0.088 -0.039 0.095 -0.4224
C 0.053 1.248 0.471 -0.292 -1.155 -1.666 -0.0193
C 1.110 1.386 -1.792 -2.004 -1.320 0.298 0.0928
C 2.988 -0.430 -0.023 1.734 -0.266 -0.621 -0.4204
C 1.334 -2.189 -0.333 0.382 -1.810 -1.054 -0.4200
C 0.612 -0.195 0.665 -0.536 0.798 1.836 -0.2712
C 1.224 -0.203 -1.726 0.207 1.487 -0.545 -0.2544
N 1.569 -0.728 -0.370 -0.388 0.248 0.510 -0.2212
H -2.482 1.426 -1.975 1.071 -0.588 0.210 0.2647
H -2.384 -3.619 3.059 -0.171 0.703 -0.214 0.2326
H -2.394 -3.643 0.661 0.087 -0.404 -0.496 0.2256
H -2.758 -1.394 4.304 0.165 -0.191 -0.765 0.2399
H -2.470 -1.498 -0.696 0.004 -0.055 -0.150 0.2285
H -2.748 0.681 3.037 0.008 -0.425 -0.670 0.2455
H -0.352 1.007 -3.415 0.106 0.049 0.040 0.2388
H -0.374 2.669 -2.819 0.247 -0.137 -0.069 0.2666
H 0.543 3.050 -0.575 0.304 0.072 0.108 0.2792
H 2.001 2.195 0.070 -0.712 0.040 -0.202 0.2462
H 3.199 -0.764 1.010 -0.245 0.183 -0.584 0.2458
H 3.692 -0.978 -0.751 -1.263 0.795 1.048 0.2542
H 3.188 0.649 -0.130 -0.122 -0.689 0.152 0.2374
H 2.173 -2.739 -0.821 -0.674 0.653 0.032 0.2442
H 0.385 -2.384 -0.858 0.455 -0.037 0.278 0.2379
H 1.269 -2.624 0.667 -0.005 0.657 0.146 0.2527
H 1.068 -0.248 1.662 0.366 0.025 -0.360 0.2800
H -0.247 -0.858 0.745 0.193 -0.154 -0.417 0.2808
H 1.935 -0.529 -2.470 0.596 -0.123 0.210 0.2813
H 0.287 -0.626 -2.067 -0.331 -0.022 0.575 0.2467
```
Forces are in eV/Å.

Multiplicity: 1
Total charge: +1
SMILES: C[N+]1(C)C[C@@]2([N+](=O)[O-])CC=C(Oc3ccccc3)[C@]([N+](=O)[O-])(C2)C1
Highest occupied orbital energy: -12.2 eV